Entry 1:
Below is a structure of composition C15H14AsIN4O2PdS5, with properties calculated with ωB97M-V/def2-TZVPD.

The geometry in XYZ format:
```
43
Properties=species:S:1:pos:R:3:forces:R:3:lowdin_spin:R:1
Pd -0.765 0.831 0.560 0.1 -0.1 0.0 1.188
S -1.644 3.948 -3.203 0.0 0.0 0.0 0.010
As -2.294 2.549 -1.757 0.0 0.0 0.0 0.005
S -1.673 3.050 0.306 0.0 0.0 0.0 0.269
S -1.174 0.642 -1.810 0.0 0.0 0.0 0.327
S -4.401 2.115 -1.731 0.0 0.0 0.0 0.004
C 1.983 2.611 -3.669 0.0 0.0 0.0 0.000
C 2.181 2.123 -2.263 0.0 0.0 0.0 0.000
C 1.724 2.883 -1.192 0.0 0.0 0.0 0.006
C 1.796 2.397 0.105 0.0 0.0 0.0 0.014
C 2.325 1.135 0.341 0.0 0.0 0.0 0.016
C 2.815 0.374 -0.713 0.0 0.0 0.0 0.000
C 2.746 0.876 -2.001 0.0 0.0 0.0 0.006
S 2.150 0.397 1.948 0.0 0.1 0.0 0.005
O 3.336 -0.406 2.181 0.0 0.0 0.0 0.003
O 1.884 1.469 2.875 0.0 0.0 0.0 0.004
N 0.811 -0.458 1.773 0.0 0.0 0.0 0.024
C 0.820 -1.775 1.362 0.0 0.0 0.0 0.002
C 1.746 -2.754 1.791 0.0 0.0 0.0 0.000
C 1.614 -4.044 1.331 0.0 0.0 0.0 0.000
C 0.569 -4.378 0.472 0.0 0.0 0.0 0.000
C -0.305 -3.363 0.126 0.0 0.0 0.0 0.001
N -0.189 -2.108 0.545 0.0 0.0 0.0 0.010
H 0.912 2.677 -3.880 0.0 0.0 0.0 0.000
H 2.452 1.940 -4.391 0.0 0.0 0.0 0.000
H 2.398 3.613 -3.804 0.0 0.0 0.0 0.000
H 1.227 3.828 -1.380 0.0 0.0 0.0 0.000
H 1.400 2.972 0.931 0.0 0.0 0.0 0.002
H 3.218 -0.613 -0.519 0.0 0.0 0.0 0.000
H 3.096 0.271 -2.831 0.0 0.0 0.0 0.000
H 2.540 -2.473 2.463 0.0 0.0 0.0 0.000
H 2.323 -4.801 1.651 0.0 0.0 0.0 0.000
H 0.434 -5.382 0.093 0.0 0.0 0.0 0.000
H -1.146 -3.555 -0.535 0.0 0.0 0.0 0.000
I -5.138 -2.713 3.445 0.0 0.0 0.0 0.003
C -4.183 -1.346 2.234 0.0 0.0 -0.1 0.002
C -4.760 -0.543 1.267 0.0 0.0 0.0 0.001
N -3.773 0.179 0.735 0.0 0.0 0.0 0.003
N -2.599 -0.109 1.290 0.0 0.0 0.0 0.085
C -2.817 -1.040 2.204 0.0 0.0 0.0 0.006
H -5.775 -0.442 0.926 0.0 0.0 0.0 0.000
H -3.867 0.868 -0.054 0.0 0.0 0.0 0.000
H -1.998 -1.445 2.775 0.0 0.0 0.0 0.000
```
Positions in Å, forces in eV/Å.

Values from the calculation:
* energy above the lowest of the compared OMol25 structures with the same formula, charge and spin: 0.0 kJ/mol
* total charge: -2
* multiplicity: 3
* <S²>: 2.008

Entry 2:
Below is a cluster of 6 separate species, C24H44N6O5P2 in total, with properties calculated with ωB97M-V/def2-TZVPD.

The geometry in XYZ format:
```
81
Properties=species:S:1:pos:R:3:forces:R:3:lowdin_charge:R:1
N -5.296 1.012 1.400 0.5 0.1 -0.2 -0.142
P -4.831 2.470 1.228 -0.3 0.1 0.1 0.469
O -4.056 2.901 -0.097 0.2 0.1 0.2 -0.129
O -5.975 3.601 1.191 0.0 0.1 -0.1 -0.143
C -3.846 3.015 2.665 -0.2 -0.3 0.2 -0.335
C -3.537 4.527 2.747 -0.1 -0.1 -0.2 -0.130
O -2.242 4.674 2.144 -0.2 0.4 0.1 0.035
C -1.613 3.490 1.980 -0.9 -0.1 0.4 -0.562
O -0.562 3.392 1.453 1.0 -0.1 -0.5 0.139
C -2.442 2.406 2.641 0.1 0.1 0.5 -0.303
P -1.717 2.167 4.334 0.1 -0.5 -0.2 0.768
O -1.288 0.768 4.558 -0.1 0.1 0.1 -0.411
H -5.144 0.393 0.611 -0.3 0.1 0.2 -0.031
H -3.221 2.407 -0.215 -0.1 0.0 -0.1 0.023
H -6.344 3.828 2.055 -0.1 -0.2 -0.2 0.087
H -4.436 2.648 3.520 0.2 0.2 -0.1 0.118
H -3.509 4.898 3.782 0.1 -0.2 -0.2 0.131
H -4.236 5.149 2.179 0.2 -0.2 0.1 0.125
H -2.328 1.410 2.197 -0.1 0.3 -0.2 0.112
H -0.708 3.133 4.437 -0.1 0.1 0.1 0.013
H -2.732 2.635 5.191 -0.1 0.1 0.0 0.024
C 3.056 2.280 0.890 0.0 0.0 0.0 -0.106
C 3.095 0.953 1.636 0.0 0.1 0.0 -0.254
C 1.857 0.740 2.516 0.0 -0.1 -0.1 -0.182
C 1.731 1.765 3.548 -0.2 0.3 0.4 -0.239
N 1.611 2.573 4.359 0.2 -0.2 -0.3 0.148
H 3.044 3.129 1.575 0.0 0.0 0.0 0.076
H 3.936 2.377 0.255 0.0 0.0 0.0 0.048
H 2.163 2.349 0.263 0.0 0.0 0.0 0.075
H 3.992 0.893 2.255 0.0 0.0 0.0 0.114
H 3.153 0.129 0.923 0.0 0.0 0.0 0.092
H 1.887 -0.230 3.016 0.0 0.0 0.0 0.116
H 0.947 0.773 1.910 0.0 0.0 0.0 0.114
C -1.447 -1.161 -3.576 0.0 0.0 0.0 -0.102
C -2.452 -1.768 -2.606 0.1 0.0 0.0 -0.245
C -3.319 -0.710 -1.908 -0.1 -0.1 0.0 -0.171
C -2.513 0.218 -1.119 0.5 0.2 0.2 -0.199
N -1.833 0.929 -0.516 -0.4 -0.2 -0.2 0.191
H -0.739 -0.512 -3.057 0.0 0.0 0.0 0.068
H -0.877 -1.943 -4.075 0.0 0.0 0.0 0.074
H -1.948 -0.568 -4.343 0.0 0.0 0.0 0.079
H -1.935 -2.360 -1.849 0.0 0.0 0.0 0.098
H -3.124 -2.445 -3.134 0.0 0.0 0.0 0.113
H -4.040 -1.178 -1.235 0.0 0.0 0.0 0.115
H -3.879 -0.123 -2.639 0.0 0.0 0.0 0.129
C -0.821 -2.270 3.444 -0.1 0.0 -0.2 -0.102
C -2.065 -2.276 2.565 0.0 0.0 0.0 -0.257
C -2.348 -3.626 1.889 0.0 0.2 0.1 -0.186
C -1.276 -4.005 0.970 0.3 -0.3 -0.3 -0.224
N -0.438 -4.305 0.239 -0.3 0.2 0.2 0.166
H 0.077 -2.516 2.873 0.0 0.0 0.0 0.069
H -0.709 -1.272 3.864 0.1 -0.1 0.1 0.032
H -0.913 -2.994 4.256 0.0 0.0 0.0 0.080
H -1.976 -1.516 1.784 0.0 0.1 0.0 0.095
H -2.934 -2.008 3.168 0.0 0.0 0.0 0.112
H -3.271 -3.584 1.308 0.0 0.0 0.1 0.114
H -2.462 -4.417 2.633 0.0 0.0 0.0 0.122
C 4.411 -0.038 -4.757 0.0 0.3 0.0 -0.120
C 3.424 0.849 -4.010 0.1 0.0 0.0 -0.247
C 4.094 1.708 -2.929 -0.1 0.1 0.0 -0.180
C 4.750 0.890 -1.912 0.2 -0.3 0.3 -0.237
N 5.250 0.215 -1.124 -0.2 0.2 -0.2 0.174
H 4.893 -0.751 -4.086 0.0 0.4 -0.2 0.035
H 3.905 -0.609 -5.535 0.1 0.0 0.1 0.067
H 5.192 0.558 -5.233 0.0 0.1 0.0 0.083
H 2.649 0.236 -3.544 0.0 0.0 0.0 0.101
H 2.920 1.522 -4.705 0.0 0.0 0.0 0.108
H 3.363 2.343 -2.424 0.0 0.0 0.0 0.113
H 4.848 2.362 -3.372 0.0 0.0 0.0 0.124
C 1.798 -4.023 -2.313 0.0 -0.1 -0.1 -0.125
C 3.166 -3.867 -1.669 0.0 0.0 0.0 -0.249
C 3.983 -2.717 -2.267 0.0 0.0 0.0 -0.196
C 4.240 -2.883 -3.697 0.0 -0.5 -0.5 -0.248
N 4.426 -3.013 -4.826 -0.1 -0.3 0.5 0.160
H 1.889 -4.273 -3.372 0.0 0.0 0.0 0.071
H 1.229 -4.807 -1.820 0.0 0.0 0.0 0.046
H 1.218 -3.101 -2.228 0.0 0.0 0.0 0.062
H 3.731 -4.797 -1.759 0.0 0.0 0.0 0.113
H 3.051 -3.668 -0.602 0.0 0.0 0.0 0.108
H 4.946 -2.612 -1.765 0.0 0.1 0.0 0.114
H 3.453 -1.772 -2.138 0.0 0.0 0.0 0.096
```
Positions in Å, forces in eV/Å.

Values from the calculation:
* SMILES: N=P(O)(O)[C@@H]1COC(=O)[C@H]1[PH2]=O.CCCC#N.CCCC#N.CCCC#N.CCCC#N.CCCC#N

Entry 3:
Below is the ion CHCl2N2O2 with charge -1, with properties calculated with ωB97M-V/def2-TZVPD.

The geometry in XYZ format:
```
8
Properties=species:S:1:pos:R:3:forces:R:3:nbo_charge:R:1
C -0.225 -0.633 0.648 0.7 2.1 2.4 0.010
N 0.388 -0.243 -0.492 0.3 -0.4 -1.1 -0.540
N 0.466 1.011 -0.960 -0.4 -1.0 -0.1 0.625
O 0.168 2.000 -0.323 -0.7 1.1 1.9 -0.502
O 0.864 1.141 -2.113 0.5 -0.5 -0.7 -0.483
Cl 0.540 -2.189 1.122 0.2 -0.4 0.3 -0.090
Cl -2.055 -1.118 0.434 0.1 0.5 0.1 -0.215
H -0.146 0.031 1.684 -0.6 -1.3 -2.8 0.195
```
Positions in Å, forces in eV/Å.

Values from the calculation:
* energy above the lowest of the compared OMol25 structures with the same formula, charge and spin: 63.6 kJ/mol
* total charge: -1
* SMILES: [O-][N+]([O-])=NC(Cl)Cl

Entry 4:
Below is the molecule C12H21N7O3, with properties calculated with ωB97M-V/def2-TZVPD.

The geometry in XYZ format:
```
43
Properties=species:S:1:pos:R:3:forces:R:3:nbo_charge:R:1
C -0.334 -0.239 1.081 -0.2 -0.4 -0.8 -0.143
C 1.076 0.202 0.696 0.4 -0.6 1.8 0.692
C -1.139 0.943 1.679 -2.3 -1.3 -0.3 -0.392
C -2.567 0.359 2.181 1.9 2.6 0.6 -0.433
C -3.436 -0.209 1.098 0.4 -1.3 -0.2 -0.233
C -5.667 0.372 1.910 0.4 0.3 -0.7 0.575
C 2.967 -0.174 -0.519 2.8 -1.7 -2.5 -0.144
C 3.931 0.475 0.446 2.6 1.9 -0.7 0.820
C 2.722 0.717 -1.778 -2.0 0.4 -0.1 -0.442
C 2.168 -0.071 -2.949 1.3 0.2 0.7 0.109
C 2.486 0.022 -4.288 -0.6 -0.6 -0.2 -0.117
C 1.087 -1.663 -3.901 1.2 -0.4 2.1 0.164
H -1.304 -1.680 2.273 3.8 0.2 -0.9 0.363
H 0.351 -2.201 1.693 -1.2 1.1 0.2 0.386
H -0.817 -0.628 0.131 0.3 0.8 0.7 0.179
H -1.384 1.766 0.988 0.5 -0.6 -0.3 0.216
H -0.626 1.424 2.491 0.3 -0.2 0.5 0.235
H -2.269 -0.308 2.972 -0.5 -0.8 0.3 0.199
H -3.073 1.184 2.743 0.1 -0.5 -0.7 0.226
H -3.488 0.456 0.229 -0.3 0.0 0.3 0.205
H -3.018 -1.145 0.710 0.4 0.2 -0.1 0.192
H -4.609 -1.391 2.280 -0.5 0.4 0.1 0.382
H -6.311 -0.325 3.544 -0.2 0.1 -0.2 0.331
H -5.478 1.258 0.058 -0.7 0.6 1.4 0.373
H -6.669 1.987 1.206 2.5 -1.2 -0.6 0.414
H 1.336 -1.425 -0.541 0.8 1.1 1.0 0.431
H 3.529 -1.048 -1.039 -0.4 1.1 1.3 0.235
H 3.528 1.356 -2.081 0.9 -0.3 0.1 0.259
H 1.948 1.452 -1.558 -0.2 0.1 0.5 0.226
H 2.897 0.783 -4.950 0.3 -0.3 0.6 0.227
H 0.500 -2.584 -3.918 0.3 0.4 -0.8 0.209
H 1.736 -1.295 -5.831 0.2 0.1 -0.6 0.418
H 4.944 0.168 2.173 -1.8 -0.4 -1.8 0.509
N -0.235 -1.402 2.034 -2.6 -0.1 0.4 -0.854
N -4.738 -0.663 1.584 -0.7 1.8 -0.3 -0.639
N -6.484 0.421 2.866 -0.3 -0.8 1.3 -0.752
N -5.706 1.509 1.054 -1.1 -0.6 -0.9 -0.855
N 1.849 -0.761 0.110 -2.1 -1.0 -1.6 -0.637
N 1.351 -1.138 -2.683 -0.5 -0.2 -2.6 -0.517
N 1.861 -1.082 -4.868 -1.7 0.1 1.3 -0.511
O 1.631 1.218 1.074 -1.0 0.5 -0.2 -0.595
O 4.579 1.458 0.055 -1.2 -2.1 1.7 -0.614
O 4.193 -0.225 1.598 0.8 1.0 0.2 -0.698
```
Positions in Å, forces in eV/Å.

Values from the calculation:
* energy above the lowest of the compared OMol25 structures with the same formula, charge and spin: 241.8 kJ/mol
* SMILES: [H]/N=C(/N)NCCC[C@H](N)C(=O)N[C@@H](Cc1c[nH]cn1)C(=O)O

Computed largest force on an atom (eV Å⁻¹) in order:
0.09, 1.16, 3.25, 4.10
Computed total energy (eV) in order:
-152436.514, -63358.790, -33171.324, -29357.369